Entry 1:
{
  "formula": "C5H4O3",
  "method": "ωB97M-V with the def2-TZVPD basis set",
  "gap_ev": 9.47,
  "relative_energy_kcal_mol": 50.8,
  "max_force_ha_per_bohr": 0.0538,
  "smiles": "O=C=C1CC1.O=C=O",
  "lumo_energy_ev": 0.52,
  "symbols": ["O", "C", "C", "C", "C", "H", "H", "H", "H", "O", "C", "O"],
  "coordinates": [[0.8080, -0.0873, 2.4851], [0.6494, -0.1347, 1.3384], [0.8219, -0.2262, 0.0982], [0.2525, 0.3342, -1.1323], [1.0591, -0.9500, -1.1454], [0.7543, 1.2456, -1.4507], [-0.8426, 0.1352, -1.2955], [0.4966, -1.8187, -1.4701], [2.0651, -1.0754, -1.4792], [-1.7392, 1.6918, 2.0742], [-1.9802, 0.8595, 1.3426], [-2.3447, 0.0261, 0.6346]]
}


Entry 2:
{
  "formula": "C2H7N3O",
  "method": "ωB97M-V with the def2-TZVPD basis set",
  "gap_ev": 10.36,
  "relative_energy_kcal_mol": 68.2,
  "max_force_ha_per_bohr": 0.0585,
  "smiles": "[H]/N=C(/N)CON",
  "lumo_energy_ev": 0.94,
  "symbols": ["H", "N", "C", "N", "C", "O", "N", "H", "H", "H", "H", "H", "H"],
  "coordinates": [[0.0616, -1.9422, -0.9575], [-0.9049, -1.7006, -0.7580], [-1.0197, -0.5564, -0.2541], [-2.2245, -0.0933, 0.2834], [0.0284, 0.3883, 0.2656], [1.3231, -0.1745, -0.1619], [2.3553, 0.7818, 0.0873], [-2.4176, 0.8936, 0.3168], [-3.0231, -0.6696, 0.0693], [-0.0645, 1.3778, -0.2047], [0.0349, 0.4574, 1.3595], [2.9966, 0.3443, 0.7482], [2.8544, 0.8933, -0.7939]]
}


Entry 3:
{
  "formula": "Br6Hf",
  "method": "ωB97M-V with the def2-TZVPD basis set",
  "spin_multiplicity": 2,
  "gap_ev": [8.28, 3.86],
  "relative_energy_kcal_mol": 0.0,
  "max_force_ha_per_bohr": 0.0447,
  "charge": -1,
  "lumo_energy_ev": [1.89, -2.53],
  "symbols": ["Hf", "Br", "Br", "Br", "Br", "Br", "Br"],
  "coordinates": [[15.7616, 17.1687, -3.8663], [14.3725, 19.3669, -2.8334], [17.9770, 18.9372, -4.2125], [17.3452, 15.0435, -5.0524], [16.3925, 16.3516, -1.1362], [13.4805, 15.4525, -3.8397], [15.0208, 17.9037, -6.5353]]
}


Entry 4:
{
  "formula": "C30H41F3N3O2PS2",
  "method": "ωB97M-V with the def2-TZVPD basis set",
  "gap_ev": 7.35,
  "max_force_ha_per_bohr": 0.2164,
  "smiles": "CCCCc1cc([C@H](C)F)c(CCF)c2c1Sc1c(F)cc(N=C=O)c(CCC(N)=O)c1N2[PH2]=S.CCCCCC",
  "lumo_energy_ev": -1.11,
  "symbols": ["C", "C", "C", "C", "C", "C", "C", "C", "C", "F", "C", "C", "C", "F", "C", "C", "S", "C", "C", "F", "C", "C", "N", "C", "O", "C", "C", "C", "C", "N", "O", "C", "N", "P", "S", "H", "H", "H", "H", "H", "H", "H", "H", "H", "H", "H", "H", "H", "H", "H", "H", "H", "H", "H", "H", "H", "H", "H", "H", "H", "H", "H", "C", "C", "C", "C", "C", "C", "H", "H", "H", "H", "H", "H", "H", "H", "H", "H", "H", "H", "H", "H"],
  "coordinates": [[6.3736, -2.5833, 2.3179], [5.7935, -1.5623, 1.1311], [4.4146, -2.1819, 0.4297], [3.2052, -2.4424, 1.5344], [1.7943, -1.7631, 0.9911], [1.7252, -0.1681, 0.5072], [0.3166, 0.5649, -0.0035], [0.4343, 2.1534, -0.3919], [-0.2782, 2.5777, -1.8071], [1.8698, 2.5894, -0.4917], [-1.0447, -0.3565, -0.0717], [-2.4695, 0.2819, -0.5732], [-2.8834, 1.4656, 0.4921], [-3.9078, 0.8590, 1.4208], [-1.0673, -1.9621, 0.3948], [0.3809, -2.6114, 0.9232], [0.2460, -4.4318, 1.4899], [-1.4275, -4.4271, 2.4131], [-1.6635, -5.2287, 3.8333], [-0.6094, -6.0482, 4.4886], [-3.1764, -5.0710, 4.5237], [-4.3432, -4.1259, 3.7878], [-5.6643, -4.0093, 4.5174], [-5.8734, -2.6803, 4.8994], [-6.4246, -1.4350, 4.8694], [-4.1151, -3.3462, 2.3542], [-5.2146, -2.4109, 1.5758], [-6.7394, -3.0119, 1.5424], [-6.8443, -4.6480, 1.5451], [-7.9569, -5.2563, 2.4162], [-6.0301, -5.4695, 0.8732], [-2.6066, -3.5065, 1.6645], [-2.3221, -2.8068, 0.3515], [-2.3152, -3.9657, -1.0209], [-3.9439, -3.6911, -2.1199], [5.7520, -2.3055, 3.2884], [7.5362, -2.4769, 2.4621], [6.0792, -3.6630, 1.9710], [5.5937, -0.4761, 1.5429], [6.6809, -1.4515, 0.3499], [4.0821, -1.3883, -0.3653], [4.7320, -3.1855, -0.0957], [3.4732, -2.0353, 2.6059], [3.1273, -3.6267, 1.6562], [2.7398, 0.4212, 0.5701], [-0.0423, 2.7825, 0.5025], [0.3502, 3.4458, -2.3034], [-0.5067, 1.6828, -2.5301], [-1.3330, 3.0583, -1.5355], [-3.2903, -0.5649, -0.6603], [-2.3440, 0.7048, -1.6821], [-3.3747, 2.3478, -0.1017], [-1.9759, 1.8127, 1.1514], [-3.4031, -5.6124, 5.5455], [-4.9070, -2.1871, 0.4468], [-5.2536, -1.3354, 2.0921], [-7.2806, -2.6378, 0.5480], [-7.3112, -2.5866, 2.4786], [-8.4575, -4.4394, 2.8700], [-8.6998, -5.6986, 1.8167], [-2.4880, -5.3079, -0.4473], [-1.1162, -3.9381, -1.8186], [2.4813, 5.8851, -1.4396], [2.3019, 6.3459, -2.8770], [2.7826, 5.3158, -3.9046], [4.2767, 4.9816, -3.8466], [5.2203, 6.1753, -4.0130], [5.0882, 6.8619, -5.3633], [3.5347, 5.7250, -1.1937], [2.0919, 6.6424, -0.7511], [1.9378, 4.9523, -1.2583], [2.8147, 7.3028, -3.0251], [1.2361, 6.5366, -3.0513], [2.5276, 5.6775, -4.9080], [2.2143, 4.3873, -3.7683], [4.4959, 4.2450, -4.6302], [4.5030, 4.4848, -2.8967], [6.2518, 5.8208, -3.9017], [5.0598, 6.9053, -3.2122], [5.2933, 6.1600, -6.1781], [5.8047, 7.6862, -5.4381], [4.0880, 7.2791, -5.5093]]
}